ORCA calculation (the ωB97M-V functional and the def2-TZVPD basis) on a 12-piece molecular cluster, C52H136N8O20 overall at a distorted geometry.

Results
- HOMO energy: -8.52 eV
- Maximum force: 3.4 eV Å⁻¹
- Total energy: -4005.0973 Ha
- Orbital gap: 9.2320 eV
- Structure (SMILES): COCCNCCOC.COCCNCCOC.COCCNCCOC.COCCNCCOC.COCCNCCOC.COCCNCCOC.COCCNCCOC.COCCNCCOC.CO.CO.CO.CO

```
! wB97M-V def2-TZVPD RIJCOSX def2/J DEFGRID3
* xyz 0 1
C -0.8637 -0.9541 5.1621
O -0.5235 0.4129 5.2277
H -0.7981 -1.3305 6.1812
H -1.8928 -1.0411 4.8919
H -0.2792 -1.5574 4.4782
H 0.3894 0.4453 5.6190
C 3.1664 5.1811 0.9920
O 3.7589 3.9634 0.4691
H 3.7100 5.5956 1.8056
H 3.1679 5.9811 0.2789
H 2.0684 5.0574 1.2514
H 3.7368 3.2691 1.1270
C 3.2251 -0.7067 6.0035
O 1.9935 -0.0320 5.6151
H 3.1458 -1.7356 6.3893
H 3.8876 -0.7487 5.1496
H 3.7358 -0.1649 6.7877
H 2.2256 0.7904 5.1491
C -3.3952 -0.7683 -4.3580
O -3.1431 -1.4681 -3.1295
H -4.4433 -0.8014 -4.5768
H -3.0793 0.2823 -4.3370
H -2.9193 -1.2572 -5.2755
H -2.2049 -1.2415 -2.8406
C -1.1358 -0.9783 1.9332
O -0.6693 -0.7167 0.6290
C -0.3728 -1.9314 -0.0595
C 0.1769 -1.4494 -1.3558
N -0.7042 -0.4932 -2.0545
C 0.0442 -0.0194 -3.2541
C -0.3452 1.4291 -3.5561
O 0.1344 2.1254 -2.4572
C -0.1140 3.5446 -2.5644
H -2.0239 -1.5112 2.0347
H -1.2627 -0.0818 2.4983
H -0.3704 -1.6759 2.4048
H -1.2112 -2.5320 -0.2159
H 0.3987 -2.4494 0.5362
H 0.3762 -2.1586 -2.1748
H 1.1867 -0.8591 -1.0950
H -0.7662 0.2576 -1.3886
H -0.1101 -0.6678 -4.1316
H 1.0995 0.0931 -3.0440
H -1.3777 1.6547 -3.6007
H 0.1254 1.8621 -4.4659
H 0.4331 4.0302 -3.3509
H 0.3286 4.0036 -1.6367
H -1.1383 3.8171 -2.8100
C -1.8629 8.3077 -7.6881
O -0.7809 7.8343 -6.7944
C -1.2279 6.7070 -6.0513
C -0.9215 5.3337 -6.5698
N 0.5971 5.2278 -6.5775
C 1.2084 3.9280 -6.8599
C 2.7637 3.9743 -6.7054
O 3.3223 4.6187 -7.8346
C 4.7277 4.2957 -7.9535
H -2.4868 7.5093 -8.0411
H -1.2773 8.8110 -8.4958
H -2.3969 9.0475 -7.1119
H -2.2907 6.8230 -5.8952
H -0.7822 6.8492 -5.0988
H -1.2361 5.1620 -7.5742
H -1.2694 4.4735 -5.9804
H 0.9737 5.9824 -7.0953
H 0.9759 3.5520 -7.8639
H 0.7394 3.1808 -6.2221
H 3.2975 2.9913 -6.4986
H 3.0167 4.5972 -5.8498
H 5.0807 4.8616 -8.7715
H 4.9200 3.1843 -8.1491
H 5.1460 4.5847 -6.9974
C -3.9798 1.4518 -0.9859
O -3.2010 2.4876 -0.4336
C -2.4157 2.1424 0.7235
C -1.5199 3.3454 0.9858
N -1.7404 3.8814 2.3159
C -1.1237 5.1260 2.6460
C -1.5544 5.4597 4.0721
O -1.1307 4.3472 4.9263
C -1.6662 4.4531 6.2154
H -4.4165 1.8370 -1.8920
H -4.8002 1.0613 -0.3925
H -3.3510 0.5500 -1.1860
H -1.7264 1.3020 0.5257
H -3.0088 1.8209 1.5392
H -1.7976 4.0961 0.2629
H -0.4460 3.1837 0.7363
H -1.5581 3.1765 2.9740
H -1.4169 5.8922 1.9383
H 0.0135 5.0174 2.6770
H -2.6908 5.4126 4.0258
H -1.1738 6.3868 4.5674
H -2.7695 4.4696 6.1999
H -1.2514 5.3740 6.6471
H -1.4002 3.5230 6.7144
C 5.2716 2.9735 7.4393
O 4.3558 3.3779 6.4759
C 3.0312 2.9894 6.7829
C 2.1659 3.3266 5.5582
N 2.4213 2.3143 4.4812
C 1.7363 2.8620 3.2497
C 1.7475 1.7828 2.1874
O 3.1227 1.3528 1.8960
C 3.1575 0.4468 0.8550
H 5.3187 1.8640 7.5529
H 4.9561 3.2785 8.3991
H 6.2554 3.3201 7.0994
H 2.6947 3.6122 7.6585
H 2.9590 1.9236 7.0685
H 2.4585 4.3280 5.2052
H 1.0912 3.2253 5.8340
H 3.4395 2.2593 4.3256
H 2.3131 3.7072 2.9453
H 0.7896 3.1141 3.6635
H 1.2271 2.1373 1.2990
H 1.1320 0.9512 2.6736
H 2.9976 0.9548 -0.1290
H 2.2865 -0.2371 0.8979
H 4.0947 -0.1793 0.8683
C 1.1098 -0.1304 -6.8073
O 1.7629 -1.4107 -6.6703
C 1.7634 -2.2199 -7.8138
C 1.9099 -3.6318 -7.2495
N 0.6846 -4.1298 -6.6398
C 0.8447 -5.4841 -6.0970
C -0.4191 -5.8471 -5.3391
O -0.5962 -5.0800 -4.1912
C -1.9444 -4.9909 -3.7640
H 1.1895 0.4168 -7.7972
H 1.5327 0.5318 -6.0947
H 0.0741 -0.2095 -6.5603
H 2.6483 -2.0414 -8.5146
H 0.8367 -2.1634 -8.4196
H 2.7454 -3.6408 -6.5159
H 2.2662 -4.2979 -8.1306
H 0.5641 -3.3835 -5.9523
H 1.5957 -5.6279 -5.3852
H 1.0108 -6.1220 -6.9501
H -0.3477 -6.8850 -4.9734
H -1.3261 -5.7807 -5.9955
H -2.4210 -6.0427 -3.6591
H -2.5064 -4.4883 -4.5303
H -2.0379 -4.5056 -2.8140
C 2.0409 -3.8890 4.9538
O 1.0692 -4.1974 3.9769
C -0.1921 -4.4809 4.6128
C -1.1488 -5.1249 3.5824
N -1.8159 -6.2553 4.2228
C -2.6736 -7.0066 3.3602
C -3.0545 -8.3374 4.0211
O -3.8446 -8.0955 5.1347
C -4.1947 -9.2887 5.8176
H 1.5696 -3.1433 5.7045
H 2.8898 -3.4488 4.4491
H 2.3801 -4.7038 5.6369
H -0.6543 -3.5879 5.0233
H -0.0707 -5.2121 5.4038
H -0.5301 -5.5257 2.7868
H -1.8489 -4.3996 3.1391
H -2.4180 -5.8341 4.9336
H -2.2207 -7.3304 2.3763
H -3.6000 -6.4406 3.1447
H -2.1427 -8.8109 4.4873
H -3.4560 -9.0548 3.3582
H -4.7731 -9.9924 5.2377
H -4.7613 -9.0876 6.7215
H -3.3263 -9.8441 6.1531
C -4.8955 -4.1065 1.6091
O -4.8991 -4.4824 2.9735
C -5.3400 -3.3921 3.7383
C -4.3950 -2.2185 3.5064
N -4.6336 -1.1482 4.5367
C -4.3884 0.2135 4.0452
C -5.5604 0.8187 3.2780
O -5.0360 1.9697 2.6569
C -5.0849 3.1220 3.4430
H -5.9039 -3.6360 1.3749
H -4.7766 -5.0174 1.0457
H -4.0978 -3.3790 1.3561
H -5.2504 -3.6067 4.8306
H -6.3875 -3.2997 3.4600
H -4.4625 -1.7735 2.5015
H -3.3597 -2.5939 3.4858
H -4.2116 -1.3384 5.4420
H -3.6125 0.2284 3.2422
H -4.1817 0.7951 4.9092
H -6.4783 1.0296 3.8913
H -5.9779 0.1743 2.4651
H -4.5230 3.8951 2.8990
H -4.6634 2.9839 4.4479
H -6.1946 3.4524 3.5890
C 3.1240 -3.1895 1.3308
O 2.9881 -3.0166 -0.0278
C 4.1078 -3.6679 -0.7034
C 4.1346 -3.2406 -2.1572
N 4.4684 -1.7828 -2.2387
C 4.3779 -1.3628 -3.6152
C 4.6343 0.0890 -3.7748
O 3.6553 0.9044 -3.0477
C 3.8554 2.2746 -3.1425
H 4.0204 -2.6544 1.7599
H 3.1701 -4.2626 1.6742
H 2.2342 -2.8555 1.8597
H 3.9204 -4.8190 -0.6957
H 5.0619 -3.4307 -0.2695
H 3.1074 -3.3404 -2.6009
H 4.8233 -3.8543 -2.8052
H 3.6787 -1.2998 -1.8228
H 3.3739 -1.5708 -4.1824
H 5.2260 -1.7440 -4.1757
H 4.4364 0.4083 -4.8160
H 5.6679 0.3514 -3.4090
H 4.0482 2.5556 -4.2313
H 4.5954 2.5670 -2.4693
H 2.9352 2.7228 -2.8318
*
```